Entry from OMol25: a 2-piece molecular cluster, C4H6N2O overall (ωB97M-V/def2-TZVPD).

The geometry in XYZ format:
```
13
Properties=species:S:1:pos:R:3:forces:R:3:lowdin_charge:R:1
C -2.0756 0.0182 -0.2958 -0.410 -0.530 0.038 0.065
O -1.1889 0.9174 -0.2744 0.726 0.540 -0.112 0.064
C 0.1466 0.6481 -0.2762 -0.341 -0.271 0.032 -0.371
C 1.1805 1.5818 -0.4071 0.230 0.165 -0.041 -0.090
N 2.3256 0.9105 -0.2758 -0.167 0.097 -0.007 0.047
C 1.9276 -0.3750 -0.0664 0.147 -0.178 0.016 -0.231
N 0.6186 -0.5997 -0.0790 0.034 0.316 -0.103 0.069
H -3.0931 0.3664 -0.1597 0.141 -0.042 -0.146 0.106
H -1.2319 -2.0824 1.5244 0.054 -0.097 0.115 0.043
H -1.7773 -1.0200 -0.4025 -0.092 0.157 0.052 0.069
H 1.1339 2.6428 -0.6187 -0.051 -0.142 0.118 0.109
H 2.6383 -1.1677 0.1404 -0.072 0.129 -0.140 0.105
H -0.6044 -1.8404 1.1906 -0.201 -0.145 0.178 0.016
```
Forces are in eV/Å.

- frontier orbital gap (alpha / beta) (Eh) = 0.283 / 0.239
- E_tot (eV) = -9268.8381
- energy relative to the best compared isomer or geometry (same formula, charge and spin) (kcal/mol) = 107.5
- E_HOMO (alpha / beta) (eV) = -8.615 / -8.270
- strongest force on any atom (eV Å⁻¹) = 0.91
- LUMO level (alpha / beta) (eV) = -0.92 / -1.76